ORCA calculation (ωB97M-V/def2-TZVPD) on a cluster of 11 separate species, C46H52Cl6N8 in total.

Summary:
- LUMO energy: 0.012 Ha
- Charge: 0
- E: -135600.0068 eV
- Structure (SMILES): c1ccncc1.c1ccncc1.c1ccncc1.c1ccncc1.c1ccncc1.c1ccncc1.c1ccncc1.c1ccncc1.ClCCCl.ClCCCl.ClCCCl
- Relative energy (zero: lowest compared OMol25 entry of this formula, charge and spin): 43.3 kJ/mol
- HOMO level: -9.332 eV

Atoms and positions in Å:
C 0.7969 1.5156 4.5290
C -0.2105 2.4460 4.3156
C -1.3053 2.0894 3.5415
N -1.3989 0.9131 2.9359
C -0.4140 0.0275 3.0751
C 0.6730 0.2740 3.9136
H 1.6783 1.7671 5.1033
H -0.1491 3.4174 4.7895
H -2.1920 2.7079 3.4565
H -0.4792 -0.9823 2.6849
H 1.3571 -0.5369 4.1232
C 6.0030 3.9896 1.8205
C 6.5479 3.5601 3.0204
C 5.7495 2.7496 3.8140
N 4.5121 2.3538 3.4884
C 4.0234 2.7107 2.2869
C 4.7905 3.4743 1.4125
H 6.6039 4.5871 1.1466
H 7.4897 3.8920 3.4330
H 6.0335 2.4042 4.8007
H 3.0161 2.3522 2.1251
H 4.3926 3.6023 0.4125
C 3.4965 -3.4985 -1.3443
C 4.5605 -4.2708 -0.9428
C 5.8388 -3.8259 -1.3006
N 6.0652 -2.7035 -1.9748
C 5.0048 -1.9758 -2.3557
C 3.7015 -2.3488 -2.0954
H 2.4922 -3.8588 -1.1430
H 4.3869 -5.1472 -0.3354
H 6.7319 -4.3895 -1.0595
H 5.2363 -1.0399 -2.8492
H 2.8903 -1.7367 -2.4683
C 4.0380 -0.9860 3.8174
C 3.7278 -2.0087 4.7116
C 2.9068 -3.0536 4.2937
N 2.3947 -3.1250 3.0553
C 2.7102 -2.1663 2.2013
C 3.5346 -1.0970 2.5404
H 4.6350 -0.1409 4.1254
H 3.9593 -1.9078 5.7648
H 2.7274 -3.8664 4.9852
H 2.3019 -2.2404 1.2002
H 3.8157 -0.3478 1.8151
C -5.4183 1.5559 -1.9108
C -5.1071 2.9017 -1.8599
C -6.0961 3.7809 -1.4553
N -7.3547 3.4197 -1.1717
C -7.6265 2.1154 -1.2320
C -6.6908 1.1298 -1.5424
H -4.6909 0.7806 -2.1179
H -4.0822 3.2272 -1.9831
H -5.9354 4.8494 -1.4002
H -8.6252 1.8087 -0.9406
H -6.8593 0.0634 -1.5357
C -1.8584 4.0106 0.4552
C -3.1314 4.5246 0.6433
C -3.5300 5.6229 -0.1236
N -2.7381 6.2434 -0.9859
C -1.4822 5.7804 -1.0821
C -1.0019 4.6683 -0.4146
H -1.5530 3.1637 1.0588
H -3.8371 4.0882 1.3372
H -4.5477 5.9551 0.0457
H -0.7921 6.3843 -1.6585
H 0.0212 4.3195 -0.4679
C -4.5318 -1.2861 0.4258
C -5.7174 -1.1063 1.1123
C -6.6340 -2.1517 1.1604
N -6.3659 -3.3558 0.6727
C -5.2443 -3.5230 -0.0477
C -4.2897 -2.5193 -0.1581
H -3.9112 -0.4115 0.2994
H -5.9402 -0.1537 1.5756
H -7.4826 -2.1671 1.8406
H -5.1004 -4.5343 -0.4049
H -3.3737 -2.7993 -0.6666
C 3.3314 -0.2812 -5.3142
C 3.2475 0.6278 -4.2647
C 2.0309 1.1952 -3.9554
N 0.8878 0.9117 -4.6000
C 0.9925 0.0336 -5.5932
C 2.1670 -0.6304 -5.9686
H 4.2773 -0.7072 -5.6232
H 4.1392 0.9632 -3.7514
H 1.9758 1.9709 -3.1996
H 0.1058 -0.1007 -6.2054
H 2.1406 -1.3417 -6.7814
Cl -0.3769 -3.3172 0.7506
C -1.2004 -4.6355 1.6819
C -0.7261 -4.5719 3.1012
Cl -1.4615 -5.9466 4.0203
H -0.8996 -5.5522 1.1829
H -2.2678 -4.5122 1.5183
H -0.9525 -3.6709 3.6603
H 0.3452 -4.7469 3.1259
Cl -3.4449 -2.5133 -3.7869
C -2.0209 -1.8348 -4.5894
C -0.8745 -2.8484 -4.6054
Cl -0.1640 -3.0822 -3.0021
H -1.6913 -0.8946 -4.1458
H -2.2616 -1.5646 -5.6194
H -0.1662 -2.3806 -5.2893
H -1.2134 -3.8138 -4.9635
Cl 2.1481 0.6423 -0.0547
C 0.6892 -0.0744 -0.7473
C -0.4783 0.8732 -0.7736
Cl -1.9630 0.1638 -1.4229
H 0.4958 -1.0043 -0.2192
H 0.9411 -0.3341 -1.7782
H -0.2616 1.7633 -1.3647
H -0.6373 1.2501 0.2406